Molecular formula: C26H35O5STc
Method: DFT, ωB97M-V with the def2-TZVPD basis set

Total charge ... +1
⟨S²⟩ ... 3.809
Max |F| ... 3.83 eV Å⁻¹
2S+1 ... 4
HOMO energy (alpha / beta) ... -10.67 / -10.67 eV
Frontier orbital gap (alpha / beta) ... 6.7 / 4.1 eV

Last column: natural (NBO) charge in e.
Element x y z (Å)
O (0.311, 0.269, -6.924)  -0.563
C (0.454, 1.543, -7.584)  -0.059
C (0.383, 0.938, -8.981)  -0.462
H (1.411, 1.999, -7.299)  0.176
H (-0.380, 2.198, -7.318)  0.172
C (0.390, -0.402, -8.207)  0.279
H (1.267, 1.079, -9.613)  0.217
H (-0.573, 1.109, -9.491)  0.214
C (1.689, -1.176, -8.379)  -0.630
H (2.553, -0.521, -8.213)  0.215
H (1.745, -1.602, -9.395)  0.216
H (1.736, -1.993, -7.649)  0.214
C (-0.824, -1.288, -8.360)  -0.627
H (-1.721, -0.716, -8.096)  0.213
H (-0.732, -2.120, -7.648)  0.209
H (-0.902, -1.671, -9.391)  0.219
Tc (0.246, -0.113, 0.149)  0.934
C (-1.710, -0.446, 0.929)  -0.376
C (-2.069, 0.919, 1.269)  -0.134
C (-2.411, 1.596, 0.082)  -0.258
H (-2.208, 1.303, 2.279)  0.238
C (-2.222, 0.741, -1.023)  -0.131
C (-1.771, -0.543, -0.536)  -0.287
H (-1.856, -1.472, -1.096)  0.251
H (-1.747, -1.298, 1.600)  0.264
H (-2.815, 2.602, 0.036)  0.240
H (-2.495, 0.969, -2.052)  0.238
C (1.281, -1.783, 1.159)  -0.232
C (0.357, -2.293, 0.190)  -0.245
C (0.740, -1.795, -1.105)  -0.239
H (-0.468, -2.962, 0.406)  0.271
C (1.959, -1.049, -0.946)  -0.169
C (2.261, -0.995, 0.458)  -0.205
H (3.117, -0.503, 0.902)  0.282
H (1.274, -1.980, 2.226)  0.274
H (0.257, -2.007, -2.046)  0.280
H (2.532, -0.615, -1.756)  0.288
O (1.293, 0.092, -4.737)  -0.524
C (-0.107, -0.258, -4.500)  -0.061
C (-0.986, 0.984, -4.596)  -0.423
H (-0.150, -0.613, -3.446)  0.124
H (-0.438, -1.068, -5.168)  0.212
C (0.005, 2.120, -4.283)  -0.441
H (-1.770, 0.943, -3.840)  0.189
H (-1.453, 1.120, -5.579)  0.227
C (1.382, 1.453, -4.278)  -0.080
H (-0.214, 2.522, -3.287)  0.211
H (-0.068, 2.951, -4.991)  0.218
H (1.712, 1.414, -3.222)  0.160
H (2.116, 2.026, -4.865)  0.195
C (-0.029, 3.160, 7.956)  -0.641
C (0.274, 2.960, 6.497)  0.034
C (1.119, 1.920, 6.090)  -0.216
C (1.396, 1.701, 4.735)  -0.125
C (0.845, 2.547, 3.788)  -0.268
C (0.009, 3.597, 4.165)  -0.187
C (-0.272, 3.798, 5.520)  -0.206
S (1.162, 2.254, 1.999)  1.769
O (2.610, 2.171, 1.791)  -0.692
O (0.533, 0.825, 2.042)  -0.868
O (0.739, 1.421, -0.478)  -0.521
H (-0.483, 2.262, 8.389)  0.235
H (0.880, 3.368, 8.531)  0.239
H (-0.722, 3.994, 8.102)  0.227
H (1.556, 1.270, 6.850)  0.233
H (2.041, 0.875, 4.433)  0.225
H (-0.419, 4.234, 3.394)  0.232
H (-0.927, 4.619, 5.821)  0.234